{
  "formula": "C23H47BCl2N3O4S",
  "method": "the ωB97M-V functional and the def2-TZVPD basis",
  "species": ["C", "C", "C", "N", "C", "C", "C", "N", "C", "C", "Cl", "C", "C", "Cl", "C", "C", "N", "C", "C", "S", "C", "B", "O", "O", "C", "C", "H", "H", "H", "H", "H", "H", "H", "H", "H", "H", "H", "H", "H", "H", "H", "H", "H", "H", "H", "H", "H", "H", "H", "H", "H", "H", "H", "H", "H", "H", "H", "H", "H", "H", "H", "C", "C", "O", "C", "H", "H", "H", "H", "H", "H", "C", "C", "O", "C", "H", "H", "H", "H", "H", "H"],
  "positions_angstrom": [[4.601, -0.438, 3.427], [3.372, 0.082, 3.564], [2.170, -0.524, 2.889], [1.470, 0.541, 2.117], [0.015, 0.324, 1.786], [-0.832, 0.098, 3.028], [-0.820, 1.281, 4.006], [-1.254, 2.558, 3.447], [-0.332, -0.479, 0.516], [-0.375, -2.028, 0.521], [-1.633, -2.527, -0.708], [-0.847, -2.850, 1.729], [-2.260, -2.559, 2.264], [0.354, -3.099, 3.027], [0.510, 0.203, -0.626], [0.288, -0.328, -2.042], [1.190, 0.336, -3.003], [1.967, -0.586, -3.839], [2.013, 0.313, -0.344], [3.001, -1.226, -0.381], [2.276, 1.057, 0.963], [2.164, 2.628, 0.753], [2.991, 3.155, -0.206], [1.351, 3.377, 1.538], [0.716, 4.538, 0.956], [-0.495, 4.071, 0.175], [4.788, -1.503, 3.487], [5.448, 0.214, 3.254], [3.217, 0.942, 4.210], [2.454, -1.363, 2.276], [1.516, -0.904, 3.670], [1.456, 1.319, 2.782], [-0.302, 1.325, 1.496], [-1.850, -0.011, 2.665], [-0.549, -0.796, 3.576], [0.176, 1.367, 4.448], [-1.490, 1.019, 4.821], [-1.778, 2.422, 2.591], [-0.459, 3.139, 3.214], [-1.340, -0.151, 0.273], [0.525, -2.481, 0.138], [-0.940, -3.843, 1.312], [-2.754, -1.769, 1.713], [-2.849, -3.466, 2.261], [-2.172, -2.282, 3.310], [0.123, 1.225, -0.638], [0.461, -1.400, -2.070], [-0.743, -0.201, -2.362], [0.600, 0.822, -3.666], [2.773, -0.052, -4.333], [1.367, -1.063, -4.615], [2.423, -1.371, -3.253], [2.433, 0.960, -1.102], [2.213, -2.107, -1.001], [3.341, 0.909, 1.148], [2.514, 3.519, -0.962], [0.377, 5.143, 1.790], [1.399, 5.164, 0.389], [-0.976, 3.321, 0.794], [-1.192, 4.889, 0.030], [-0.183, 3.611, -0.760], [-5.115, 2.211, -0.355], [-3.721, 1.994, -0.878], [-2.991, 1.139, -0.416], [-3.255, 2.887, -2.001], [-5.317, 1.507, 0.448], [-5.215, 3.228, 0.029], [-5.842, 2.059, -1.154], [-3.272, 3.927, -1.671], [-3.893, 2.777, -2.879], [-2.236, 2.610, -2.266], [0.428, -5.796, -5.300], [0.459, -4.683, -4.284], [1.496, -4.297, -3.794], [-0.864, -4.067, -3.893], [1.440, -6.146, -5.485], [-0.173, -6.626, -4.927], [-0.002, -5.437, -6.236], [-1.511, -4.829, -3.454], [-1.358, -3.636, -4.766], [-0.691, -3.286, -3.160]],
  "forces_ev_per_a": [[0.0, 0.4, 0.1], [0.3, -0.5, -0.5], [0.1, -0.9, 2.2], [0.5, 0.0, 0.4], [-0.9, 0.3, -0.1], [0.3, 0.2, 0.2], [-0.2, -0.3, -0.2], [0.4, 0.0, -0.1], [0.8, 0.1, -0.3], [-0.4, 0.1, 0.0], [0.1, 0.2, -0.1], [-0.8, -0.6, -0.5], [0.7, 0.2, 0.8], [0.1, 0.0, 0.0], [0.0, -0.6, 0.0], [0.3, -0.2, -0.4], [-0.4, -0.1, -0.2], [0.1, 0.0, -0.1], [-0.7, 0.1, 0.3], [0.4, -0.2, 0.3], [0.4, 0.0, -0.4], [0.3, 0.0, 0.0], [-0.5, -0.2, -0.5], [-0.3, -0.1, -0.4], [-0.5, 0.3, 0.7], [0.5, 0.0, 0.3], [-0.2, -0.2, -1.5], [0.4, 0.0, 1.5], [0.1, 0.9, -0.9], [-0.1, 0.1, -0.4], [-0.5, 0.2, -0.3], [-0.2, 0.1, -0.1], [0.3, 0.2, -0.2], [-0.1, -0.1, 0.0], [-0.2, -0.1, 0.0], [0.0, 0.3, 0.2], [0.0, -0.1, 0.2], [-0.2, 0.0, 0.1], [0.0, 0.1, 0.0], [-0.2, -0.1, 0.3], [0.3, 0.0, 0.1], [0.4, -0.2, -0.1], [-0.2, 0.0, -0.1], [-0.2, -0.1, -0.3], [-0.2, 0.2, 0.1], [0.1, 0.2, 0.0], [0.1, -0.2, 0.0], [-0.3, 0.1, 0.3], [0.0, 0.4, 0.2], [0.1, 0.2, 0.0], [-0.1, -0.2, -0.1], [0.1, -0.1, 0.2], [0.0, -0.1, -0.3], [-0.2, 0.2, -0.2], [0.1, -0.1, 0.6], [0.4, 0.3, 0.0], [0.1, 0.1, 0.2], [0.3, -0.2, -0.2], [-0.3, -0.2, -0.1], [0.0, 0.1, -0.3], [-0.3, 0.0, -0.2], [0.1, -0.2, 0.1], [0.0, 0.0, 0.0], [0.0, 0.1, 0.1], [0.3, -0.2, 0.1], [0.0, 0.0, 0.0], [-0.1, 0.0, -0.1], [0.0, 0.1, 0.0], [-0.1, 0.0, -0.1], [-0.1, 0.1, 0.1], [0.0, 0.0, 0.0], [0.2, 0.0, 0.1], [0.0, 0.0, 0.0], [0.0, 0.1, 0.1], [0.2, 0.1, 0.0], [0.0, 0.0, 0.0], [-0.1, 0.0, -0.1], [-0.1, -0.1, 0.0], [-0.1, 0.0, -0.1], [-0.1, -0.1, 0.0], [0.0, 0.0, 0.0]],
  "lowdin_charge": [0.05, -0.14, -0.18, 0.02, -0.18, -0.14, -0.24, 0.03, -0.21, -0.54, 0.74, -0.75, -0.13, 0.71, -0.25, -0.22, -0.10, -0.11, -0.52, 0.88, -0.15, -0.62, 0.20, 0.07, -0.19, -0.05, 0.08, 0.07, 0.12, 0.07, 0.08, 0.15, 0.12, 0.12, 0.06, 0.11, 0.12, 0.06, 0.05, 0.09, 0.06, 0.07, 0.06, 0.08, 0.06, 0.13, 0.07, 0.12, 0.10, 0.08, 0.08, 0.05, 0.09, -0.13, 0.14, 0.13, 0.13, 0.13, 0.06, 0.09, 0.08, -0.01, -0.48, 0.04, -0.01, 0.08, 0.09, 0.09, 0.09, 0.09, 0.07, -0.02, -0.50, 0.06, -0.03, 0.08, 0.09, 0.09, 0.09, 0.09, 0.01],
  "orbital_gap_ev": 9.3,
  "total_energy_ha": -2713.010065,
  "e_lumo_ev": -2.1,
  "charge": 1
}